(1)
Formula: C21H18NO7PSc
Source: the Open Molecules 2025 dataset
Level of theory: ωB97M-V/def2-TZVPD

The geometry in XYZ format:
```
49
C21H18NO7PSc (ωB97M-V/def2-TZVPD)
Sc 0.3249 0.4959 -0.6538
O 4.0865 -1.0627 -0.3505
C 3.0455 -0.6437 0.0369
O 2.0277 -0.2671 -0.7934
C 2.6742 -0.4789 1.5044
P 0.8579 -0.4625 1.7430
C 0.5110 -0.0434 3.4508
C 0.2076 1.2767 3.7790
C 0.0031 1.6290 5.1048
C 0.0942 0.6642 6.0975
C 0.3899 -0.6543 5.7731
C 0.6005 -1.0115 4.4517
C 0.2646 -2.1494 1.4700
C -1.0985 -2.3838 1.6940
C -1.6460 -3.6308 1.4419
C -0.8381 -4.6544 0.9546
C 0.5100 -4.4280 0.7301
C 1.0651 -3.1784 0.9866
H 3.0268 0.5057 1.8274
H 3.1914 -1.2215 2.1120
H 0.1292 2.0334 3.0066
H -0.2304 2.6536 5.3596
H -0.0689 0.9388 7.1312
H 0.4594 -1.4034 6.5500
H 0.8281 -2.0409 4.2019
H -1.7224 -1.6007 2.1175
H -2.6934 -3.8132 1.6438
H -1.2611 -5.6312 0.7627
H 1.1405 -5.2255 0.3610
H 2.1226 -3.0302 0.8068
O -1.6184 -0.4733 -1.0943
H -2.1914 -0.2757 -1.8443
H -2.0205 -1.1753 -0.5662
O 0.4276 4.3734 -1.7750
C 0.1518 3.2284 -1.9342
O 0.1248 2.3119 -0.9252
C -0.2660 2.6329 -3.2467
C -0.0643 1.2938 -3.5701
C -0.4774 0.7699 -4.7855
C -1.1288 1.5896 -5.6985
C -1.3118 2.9144 -5.3611
C -0.8846 3.4638 -4.1696
N -2.0036 3.8036 -6.3365
O -2.3878 3.2935 -7.3660
O -2.1014 4.9731 -6.0412
H 0.5264 0.6215 -2.9439
H -0.2712 -0.2619 -5.0352
H -1.4736 1.2221 -6.6535
H -1.0317 4.5124 -3.9543
```

Summary:
Total charge = +1
Orbital gap = 8.90 eV
ΔE to the lowest compared entry with this formula, charge and spin = 1.789 eV
2S+1 = 1
Molecular weight = 472.3 g mol⁻¹
LUMO energy = -3.57 eV

Results of the natural (NBO) charge analysis, in e, for atoms 1 through 2: 1.824 -0.507

=====

(2)
Formula: C4H6O2
Source: the Open Molecules 2025 dataset
Level of theory: ωB97M-V/def2-TZVPD

The geometry in XYZ format:
```
12
C4H6O2 (ωB97M-V/def2-TZVPD)
C -1.5834 -0.4012 -0.2820
C -0.2207 -0.0272 0.4189
C 0.8699 0.9347 0.0104
C 1.7454 -0.2578 -0.0302
H -2.3411 0.4702 -0.5879
H -2.1801 -1.2256 0.3792
H -1.3535 -0.9051 -1.2671
H -0.2883 -0.0252 1.5222
H 1.0659 1.7033 0.7798
H 0.6237 1.3792 -0.9575
O 2.9238 -0.4816 -0.2038
O 0.7383 -1.1638 0.2179
```

Summary:
Orbital gap = 11.37 eV
ΔE to the lowest compared entry with this formula, charge and spin = 1.353 eV
2S+1 = 1
Molecular weight = 86.1 g mol⁻¹
LUMO energy = 0.78 eV

Results of the natural (NBO) charge analysis, in e, for atoms 1 through 2: -0.660 0.095

=====

(3)
Formula: C5H8NO
Source: the Open Molecules 2025 dataset
Level of theory: ωB97M-V/def2-TZVPD

The geometry in XYZ format:
```
15
C5H8NO (ωB97M-V/def2-TZVPD)
N 1.1866 2.3109 0.2768
C 0.7899 0.9303 0.5678
O -0.4130 0.7053 1.2239
C -0.3177 0.2240 -0.0974
C -0.2843 -1.6516 -0.1214
C -1.5913 -2.2509 -0.1040
C -0.9926 -2.4046 -1.2282
H 0.5487 2.9553 0.7511
H 1.2336 2.6416 -0.8300
H 2.2032 2.5224 0.6736
H 1.5345 0.4367 1.0966
H -0.9728 0.6357 -0.9963
H 0.4922 -1.9190 0.4409
H -2.3931 -2.3969 0.5377
H -1.0238 -2.7393 -2.1911
```

Summary:
Total charge = +1
Orbital gap = 8.63 eV
ΔE to the lowest compared entry with this formula, charge and spin = 5.314 eV
2S+1 = 1
Molecular weight = 98.1 g mol⁻¹
LUMO energy = -4.08 eV
SMILES string = [NH3+][C@H]1O[C@@H]1C1C=C1

Results of the natural (NBO) charge analysis, in e, for atoms 1 through 2: -0.729 0.132

=====

(4)
Formula: C3H4O3
Source: the Open Molecules 2025 dataset
Level of theory: ωB97M-V/def2-TZVPD

The geometry in XYZ format:
```
10
C3H4O3 (ωB97M-V/def2-TZVPD)
O 2.0432 -1.1034 -0.4375
C 0.9809 -0.5899 -0.2397
C 0.6795 0.8326 0.1949
O -0.7257 0.9282 0.1936
C -1.2653 -0.3531 -0.0266
O -0.2048 -1.2252 -0.3802
H 1.1145 1.5418 -0.5168
H 1.1037 1.0253 1.1884
H -1.9786 -0.3150 -0.8552
H -1.7474 -0.7412 0.8792
```

Summary:
Orbital gap = 11.45 eV
ΔE to the lowest compared entry with this formula, charge and spin = 0.858 eV
2S+1 = 1
Molecular weight = 88.1 g mol⁻¹
LUMO energy = 0.76 eV
SMILES string = O=C1COCO1

Results of the natural (NBO) charge analysis, in e, for atoms 1 through 2: -0.543 0.760